Record 1
The following is a quantum chemistry calculation of a molecular structure, C42H30CdCl4N6O2STe, from the OMol25 dataset.

```
87
Properties=species:S:1:pos:R:3:forces:R:3
Cd 0.493687 -0.898224 0.360237 0.1 -0.1 0.0
N -0.772285 -0.906804 4.752289 0.0 0.0 0.0
C -0.409385 -1.415558 3.549815 0.0 0.0 0.1
N -0.994189 -1.181464 2.427741 0.0 0.0 -0.1
C -2.009578 -0.224255 2.390806 0.0 0.0 0.0
N -2.498155 0.251815 1.304002 0.0 -0.1 0.0
N -1.852950 -0.146680 0.146157 0.2 0.2 0.2
C -2.339824 0.446443 -0.880464 -0.4 -0.7 -0.1
C -1.853584 0.104033 -2.226396 0.1 0.1 -0.1
C -2.642317 0.384854 -3.341064 0.0 0.0 0.0
C -2.190738 0.001569 -4.589723 0.0 0.0 0.0
C -0.975820 -0.658070 -4.690720 0.0 0.0 0.0
C -0.265719 -0.902600 -3.522461 0.0 0.0 0.0
N -0.684714 -0.533316 -2.321341 0.0 0.0 0.0
C -2.501113 0.329785 3.664760 0.0 0.0 0.0
C -3.550891 1.245270 3.729700 0.0 0.0 0.0
C -3.901126 1.826208 4.932090 0.0 0.0 0.0
C -3.187638 1.515717 6.089181 0.0 0.0 0.0
C -2.145555 0.612520 6.046198 0.0 0.0 0.0
C -1.811794 0.013911 4.833491 0.0 0.0 0.0
H -0.079388 -0.918074 5.486328 0.0 0.0 0.0
H 0.445014 -2.085316 3.561829 0.0 0.0 0.0
H -3.289721 0.963506 -0.800158 0.1 0.2 0.0
H -3.573854 0.924513 -3.227718 0.0 0.0 0.0
H -2.775667 0.236602 -5.470595 0.0 0.0 0.0
H -0.577384 -0.972683 -5.646533 0.0 0.0 0.0
H 0.684884 -1.425624 -3.556016 0.0 0.0 0.0
H -4.046059 1.508649 2.805279 0.0 0.0 0.0
H -4.705778 2.549372 4.969107 0.0 0.0 0.0
H -3.435387 1.998898 7.026282 0.0 0.0 0.0
H -1.563077 0.387785 6.932032 0.0 0.0 0.0
Cl 0.524249 3.168591 5.981297 0.0 0.0 0.0
C 1.034767 1.956155 4.842834 0.0 0.0 0.0
C 1.832481 0.908857 5.250703 0.0 0.0 0.0
Cl 2.317419 0.764791 6.921629 0.0 0.0 0.0
C 2.242014 -0.055208 4.310773 0.0 0.0 0.0
Cl 3.121727 -1.469418 4.840631 0.0 0.0 0.0
C 1.883139 -0.007824 2.953730 0.0 0.0 0.0
O 2.161818 -0.925758 2.111593 0.0 0.0 0.0
C 1.037850 1.113694 2.527870 0.0 0.0 0.0
O 0.633763 1.152082 1.308148 0.0 0.0 0.0
C 0.638128 2.042203 3.494335 0.0 0.0 0.0
Cl -0.428411 3.310116 2.973309 0.0 0.0 0.0
S 3.738435 -0.952144 -3.265396 0.0 0.0 0.0
C 3.552915 0.749444 -2.963295 0.0 0.0 0.0
C 4.088234 1.839069 -3.642217 0.0 0.0 0.0
C 3.757722 3.106008 -3.191847 0.0 0.0 0.0
C 2.917640 3.287658 -2.086935 0.0 0.0 0.0
C 2.389984 2.208949 -1.405712 0.0 0.0 0.0
C 2.712823 0.931274 -1.857522 0.0 0.0 0.0
N 2.243362 -0.238549 -1.298736 0.0 0.0 0.0
C 2.668223 -1.290625 -1.896592 0.1 0.0 -0.1
C 2.243405 -2.658188 -1.536255 0.0 0.0 0.0
C 2.839002 -3.753678 -2.165095 0.0 0.0 0.0
C 2.426380 -5.038093 -1.857583 0.0 0.0 0.0
C 1.416935 -5.212954 -0.917423 0.0 0.0 0.0
C 0.840046 -4.111046 -0.297941 0.0 0.0 0.0
C 1.222398 -2.794836 -0.577245 0.0 0.1 0.0
H 4.733654 1.701729 -4.500822 0.0 0.0 0.0
H 4.150159 3.971783 -3.711950 0.0 0.0 0.0
H 2.657740 4.288885 -1.767896 0.0 0.0 0.0
H 1.727942 2.316172 -0.554019 0.0 0.0 0.0
H 3.632082 -3.606311 -2.892613 0.0 0.0 0.0
H 2.887793 -5.891305 -2.341092 0.0 0.0 0.0
H 1.081557 -6.214173 -0.664814 0.0 0.0 0.0
H 0.057155 -4.288593 0.433978 0.0 0.0 0.0
C -4.617972 3.480629 -6.655882 0.0 0.0 0.0
C -3.847575 3.518650 -5.360924 0.0 0.0 0.0
C -2.468669 3.377543 -5.332485 0.0 0.0 0.0
C -1.745936 3.388703 -4.139940 0.0 0.0 0.1
C -0.262600 3.163733 -4.197063 0.0 0.0 0.0
C -2.408321 3.554124 -2.907532 0.0 -0.1 0.0
Te -1.376390 3.342651 -1.063121 0.0 0.3 -0.1
C -3.808524 3.733841 -2.937075 0.0 0.0 0.0
C -4.593384 3.944693 -1.671318 0.0 0.0 0.0
C -4.497902 3.703331 -4.145201 0.0 0.0 0.0
H -3.944363 3.352957 -7.505078 0.0 0.0 0.0
H -5.183874 4.402801 -6.814532 0.0 0.0 0.0
H -5.335518 2.655358 -6.672795 0.0 0.0 0.0
H -1.932077 3.232656 -6.267511 0.0 0.0 0.0
H 0.111517 3.272893 -5.218628 0.0 0.0 0.0
H -0.008604 2.163416 -3.834774 0.0 0.0 0.0
H 0.262008 3.854244 -3.535672 0.0 0.0 0.0
H -4.102316 4.680945 -1.033751 0.0 0.0 0.0
H -4.645580 3.031044 -1.073908 0.0 0.0 0.0
H -5.612206 4.270186 -1.899440 0.0 0.0 0.0
H -5.577937 3.834763 -4.135738 0.0 0.0 0.0
```
Positions in Å, forces in eV/Å.

Results
Spin multiplicity = 1
Charge = -2
Kohn-Sham gap = 5.139 eV
HOMO energy = -1.24 eV

Record 2
The following is a quantum chemistry calculation of a molecular structure, C42H31GeN6O2SeTi, from the OMol25 dataset.

```
84
Properties=species:S:1:pos:R:3:forces:R:3
Ti -0.271118 -1.589880 -0.337819 0.2 0.0 -0.8
O 0.323669 -3.122678 3.320619 0.1 0.0 0.2
C 0.148412 -2.876810 2.151210 -0.1 -0.4 -0.4
N -0.680680 -1.921042 1.597389 -0.2 -0.4 0.1
C -2.049845 -1.949621 2.017264 0.5 -0.1 0.0
C -2.474347 -1.994585 3.333309 -0.2 0.2 0.1
C -3.836315 -2.121737 3.605587 0.1 0.0 0.0
C -4.758466 -2.217501 2.577922 0.0 0.0 -0.1
C -4.332191 -2.202741 1.250271 -0.1 0.1 0.2
C -2.987492 -2.068857 0.978905 0.0 -0.1 -0.4
N -2.416549 -2.125249 -0.339225 0.3 0.3 0.7
C -2.405759 -1.067629 -1.102747 0.1 -0.3 0.0
O -1.408046 -1.016555 -1.943963 -0.5 0.2 0.2
C -3.263634 0.127689 -0.838946 0.1 0.0 -0.3
C -4.471552 0.352653 -1.470777 0.0 0.1 0.0
C -5.157361 1.511347 -1.134689 0.0 0.0 0.0
C -4.613834 2.370087 -0.194994 0.0 0.0 0.0
C -3.393863 2.042384 0.381488 -0.1 -0.1 0.0
N -2.726475 0.938136 0.067054 -0.1 -0.1 0.1
C 0.722036 -3.834564 1.083392 -0.6 0.2 0.4
C 1.447787 -4.951988 1.429591 0.2 -0.1 0.0
C 1.682117 -5.915635 0.454981 0.0 0.1 0.2
C 1.156399 -5.741319 -0.812485 -0.1 0.2 -0.1
C 0.438967 -4.583358 -1.083050 0.2 -0.2 0.0
N 0.229454 -3.661244 -0.151447 0.2 0.0 0.2
H -1.744642 -1.924612 4.126948 0.0 0.0 0.0
H -4.171315 -2.148875 4.634669 0.0 0.0 0.0
H -5.812331 -2.319114 2.803218 0.0 0.0 0.0
H -5.038636 -2.310233 0.436557 0.0 0.0 0.0
H -4.853291 -0.338200 -2.210414 0.0 0.0 0.0
H -6.103228 1.741124 -1.608289 0.0 0.0 0.0
H -5.118676 3.283692 0.087126 0.0 0.0 0.0
H -2.932021 2.691265 1.118074 0.0 0.0 0.0
H 1.794116 -5.048507 2.449266 0.0 0.0 0.0
H 2.256505 -6.800381 0.697072 0.0 0.0 0.0
H 1.297560 -6.471427 -1.596725 0.0 0.0 0.0
H 0.022198 -4.383836 -2.060663 0.0 0.0 0.0
Se 2.211402 -1.829444 -2.283954 0.1 0.2 0.3
N 1.738239 -1.313528 -0.530454 0.2 -0.2 -0.7
C 2.922100 -1.346591 0.170798 -0.5 0.0 0.2
C 3.029358 -1.005578 1.522903 0.1 0.0 0.1
C 4.259638 -1.080438 2.147446 0.0 0.0 0.0
C 5.400336 -1.497152 1.443067 -0.1 0.0 0.0
C 5.311035 -1.839087 0.112913 0.0 0.0 0.1
C 4.068659 -1.768982 -0.550361 0.3 -0.1 -0.2
N 3.936411 -2.086084 -1.865319 -0.3 0.1 0.2
H 2.157353 -0.670540 2.071479 -0.1 0.0 0.0
H 4.340181 -0.813263 3.193479 0.0 0.0 0.0
H 6.356351 -1.548499 1.948204 0.0 0.0 0.0
H 6.178066 -2.161741 -0.449064 0.0 0.0 0.0
C 1.215492 2.952391 3.586913 0.0 0.0 0.0
C 1.812790 3.571433 2.498135 0.0 0.0 0.0
C 1.539688 3.132178 1.209289 0.1 0.0 0.0
C 0.657185 2.071940 0.984098 0.0 0.1 0.4
C 0.057027 1.467490 2.090786 -0.1 0.0 0.0
C 0.335675 1.898795 3.380818 0.0 0.0 0.0
Ge 0.292128 1.499565 -0.836470 0.1 0.1 0.0
C -1.037483 2.652986 -1.668968 -0.3 0.2 -0.2
C -1.233196 3.937937 -1.159976 0.0 0.0 0.0
C -2.126585 4.815839 -1.760900 0.0 0.0 0.0
C -2.848789 4.419791 -2.877209 0.0 0.0 0.0
C -2.671762 3.141505 -3.389167 0.0 0.0 0.0
C -1.777067 2.266155 -2.787128 0.1 0.0 0.0
C 1.893167 1.700494 -1.911622 0.3 0.0 -0.2
C 3.168173 1.560486 -1.359864 0.0 -0.1 0.0
C 4.304125 1.666198 -2.148942 0.0 0.0 0.0
C 4.186391 1.917227 -3.508885 0.0 0.0 0.0
C 2.927549 2.076848 -4.071139 0.0 0.0 0.0
C 1.793958 1.972330 -3.277968 0.0 0.0 0.0
H 1.436927 3.287933 4.592456 0.0 0.0 0.0
H 2.500292 4.394143 2.651866 0.0 0.0 0.0
H 2.032896 3.621630 0.376059 0.0 0.0 0.0
H -0.635673 0.644537 1.954904 0.0 0.0 0.0
H -0.133510 1.404119 4.222629 0.0 0.0 0.0
H -0.688813 4.269168 -0.281391 0.0 0.0 0.0
H -2.259679 5.810584 -1.352883 0.0 0.0 0.0
H -3.547473 5.102337 -3.345024 0.0 0.0 0.0
H -3.233711 2.821143 -4.258522 0.0 0.0 0.0
H -1.660210 1.267261 -3.192936 0.0 0.0 0.0
H 3.289181 1.354072 -0.303079 0.0 0.0 0.0
H 5.282204 1.537518 -1.701454 0.0 0.0 0.0
H 5.072035 1.989663 -4.127917 0.0 0.0 0.0
H 2.827212 2.280296 -5.130340 0.0 0.0 0.0
H 0.823158 2.104753 -3.742988 0.0 0.0 0.1
```
Positions in Å, forces in eV/Å.

Results
Spin multiplicity = 4
Kohn-Sham gap (alpha / beta) = 6.046 / 6.670 eV
HOMO energy (alpha / beta) = -6.02 / -8.03 eV